## 1
A molecular structure, C23H37EuO3, computed with wB97M-V/def2-TZVPD.

```
! RIJCOSX wB97M-V def2-TZVPD def2/J DEFGRID3
* xyz -1 8
Eu -1.219 -1.123 -0.024
O -2.199 -2.449 -1.588
O 2.402 2.021 -1.445
O 3.082 2.699 0.898
C -4.080 0.204 -0.550
C -3.147 0.933 -1.339
C 2.214 0.027 -0.038
C -3.291 -3.249 -1.978
C -4.256 -3.415 -0.810
C 4.898 3.850 1.230
C -1.933 -2.921 2.147
C -2.499 1.106 0.875
C 0.187 -2.002 2.090
C 3.412 3.902 1.648
C -2.169 1.504 -0.469
C 0.173 -3.145 1.218
C 2.783 5.184 1.128
C -2.801 -4.627 -2.424
C 2.888 0.868 -2.161
C -1.138 -3.714 1.270
C 1.576 1.375 -0.431
C 3.286 -0.200 -1.125
C -1.124 -1.863 2.649
C 3.137 3.652 3.116
C -3.676 0.293 0.813
C -4.012 -2.592 -3.155
C 4.483 2.666 0.390
H -3.748 -3.926 0.016
H -1.449 -4.625 0.762
H 4.940 1.704 0.659
H -2.959 -3.142 2.447
H 4.278 -0.093 -0.676
H 3.653 1.181 -2.852
H -4.590 -2.428 -0.468
H 5.228 4.712 0.647
H 3.211 -1.199 -1.594
H -4.911 -3.157 -3.439
H 5.566 3.568 2.042
H 2.059 3.754 3.309
H -3.339 -2.539 -4.017
H -5.132 -4.005 -1.115
H 1.056 -1.383 2.320
H -4.991 -0.270 -0.921
H -3.647 -5.284 -2.669
H 3.668 4.368 3.754
H 3.453 2.638 3.392
H -3.214 1.090 -2.415
H 1.742 5.308 1.457
H -1.429 -1.118 3.382
H 2.839 5.241 0.036
H -2.163 -4.535 -3.309
H 2.583 0.068 0.992
H 1.465 -0.777 -0.102
H 3.340 6.054 1.509
H -4.311 -1.571 -2.902
H 4.521 2.832 -0.687
H -2.214 -5.108 -1.635
H 1.483 2.071 0.402
H 1.017 -3.539 0.643
H 0.564 1.221 -0.862
H -1.981 1.413 1.781
H 2.026 0.422 -2.720
H -4.229 -0.109 1.661
H -1.361 2.177 -0.763
*
```

Summary:
- Kohn-Sham gap (spin up / spin down): 5.39 / 6.25 eV

Mulliken population analysis, charges in e, atoms 1 to 8: atom 1 (Eu): 1.2686, atom 2 (O): -0.7469, atom 3 (O): -0.4846, atom 4 (O): -0.1353, atom 5 (C): -0.4232, atom 6 (C): -0.6028, atom 7 (C): 0.6304, atom 8 (C): 1.8598

---

## 2
A molecular structure, C23H37EuO3, computed with wB97M-V/def2-TZVPD.

```
! RIJCOSX wB97M-V def2-TZVPD def2/J DEFGRID3
* xyz -1 8
Eu -0.517 -0.269 0.725
O -0.056 0.289 2.919
O 2.874 2.287 -2.426
O -0.508 -0.211 -3.015
C -0.137 -0.807 -4.382
C 0.300 -2.870 0.432
C -3.216 0.702 1.089
C -2.614 -1.234 2.166
C -2.812 -1.547 0.805
C -2.881 0.141 2.356
C -1.160 -1.771 -4.970
C -0.489 1.669 4.793
C 1.893 3.376 -2.580
C 2.018 -1.856 1.654
C -0.007 -2.976 1.821
C -0.609 -0.796 5.050
C -0.274 0.548 -5.132
C 1.604 0.278 4.628
C 2.484 1.618 -1.146
C 0.607 3.056 -1.822
C 1.068 -2.407 2.567
C -3.171 -0.358 0.120
C 1.560 -2.176 0.330
C -0.486 1.088 -3.730
C 1.301 -1.351 -4.360
C 0.107 0.342 4.325
C 0.928 1.786 -1.029
H -2.723 -2.544 0.353
H 2.099 1.141 4.180
H 0.363 1.759 -3.483
H -1.433 1.642 -3.621
H -0.427 1.802 5.879
H 2.050 -0.620 4.189
H -0.261 -1.774 4.714
H -2.132 -1.261 -5.109
H -1.545 1.734 4.502
H -1.685 -0.772 4.864
H 0.593 0.882 -5.721
H 0.531 3.859 -1.091
H 0.360 0.882 -1.363
H 2.951 -1.349 1.929
H 0.677 1.998 0.027
H -0.878 -3.455 2.260
H -3.395 -0.253 -0.949
H 1.391 -2.251 -3.725
H 3.020 2.093 -0.284
H -1.308 -2.691 -4.401
H 1.606 -1.675 -5.369
H 1.186 -2.467 3.633
H -3.491 1.744 0.913
H -0.465 -0.764 6.134
H -0.352 3.045 -2.354
H 1.873 3.634 -3.664
H -2.830 0.692 3.309
H -1.198 0.701 -5.693
H -2.284 -1.931 2.955
H -0.826 -2.073 -5.982
H 1.811 0.271 5.703
H 2.098 -1.976 -0.585
H 0.044 2.491 4.310
H 2.737 0.525 -1.092
H 2.293 4.251 -2.080
H 2.011 -0.546 -4.083
H -0.269 -3.293 -0.396
*
```

Summary:
- Kohn-Sham gap (spin up / spin down): 5.37 / 5.73 eV

Mulliken population analysis, charges in e, atoms 1 to 8: atom 1 (Eu): 1.1505, atom 2 (O): -0.4102, atom 3 (O): -0.4574, atom 4 (O): -0.3659, atom 5 (C): 1.4598, atom 6 (C): -0.7309, atom 7 (C): -1.0134, atom 8 (C): -0.5245

---

Which of them is the most stable? Correct choice: 1.

---

## 1
6 unconnected molecules or ions with the total composition C2H16NO5, computed with wB97M-V/def2-TZVPD.

```
! RIJCOSX wB97M-V def2-TZVPD def2/J DEFGRID3
* xyz 1 1
O 2.906 -0.965 -1.079
O -2.340 0.748 0.862
O 0.476 -2.424 0.097
O -2.557 -1.685 -0.355
O 0.405 1.444 2.623
N 0.403 1.012 -0.175
C 0.011 0.635 -1.557
C 0.966 2.141 -0.096
H -0.778 -0.132 -1.470
H -0.534 1.414 -2.049
H 3.313 -1.804 -0.801
H -3.299 -2.029 -0.864
H 1.443 2.566 0.781
H 3.485 -0.795 -1.836
H -2.998 1.386 1.129
H -0.383 0.894 2.726
H -2.597 -0.129 0.540
H 0.034 0.463 0.599
H 0.818 -3.328 0.076
H -2.459 -2.233 0.431
H 0.505 2.066 3.356
H 1.116 2.698 -1.010
H 0.776 -0.036 -1.941
H 1.289 -1.908 0.015
*
```

Summary:
- Kohn-Sham gap: 10.75 eV

Mulliken population analysis, charges in e, atoms 1 to 8: atom 1 (O): -0.6097, atom 2 (O): -0.6089, atom 3 (O): -0.5682, atom 4 (O): -0.6250, atom 5 (O): -0.6211, atom 6 (N): 0.2309, atom 7 (C): -0.9240, atom 8 (C): -0.1747

---

## 2
6 unconnected molecules or ions with the total composition C2H16NO5, computed with wB97M-V/def2-TZVPD.

```
! RIJCOSX wB97M-V def2-TZVPD def2/J DEFGRID3
* xyz 1 1
O -0.611 -3.143 -0.704
O 1.887 -3.458 5.375
O 2.049 1.796 0.511
O 1.182 4.053 -4.927
O -3.271 0.352 -1.759
N 0.239 -0.447 0.024
C -0.679 0.720 0.434
C -1.321 0.625 1.618
H 0.973 3.430 -5.582
H 2.361 -3.118 4.669
H 1.273 -0.108 -0.188
H -0.993 -3.400 -1.547
H -0.556 -3.876 -0.149
H -0.065 -0.999 -0.678
H 2.950 1.824 0.752
H -2.260 1.226 1.893
H -3.877 -0.360 -1.881
H 0.241 -1.005 0.843
H -1.170 -0.244 2.198
H 0.897 4.964 -5.063
H -0.623 1.638 -0.185
H 1.854 2.760 0.659
H -2.387 -0.136 -1.810
H 1.818 -4.329 5.612
*
```

Summary:
- Kohn-Sham gap: 10.29 eV

Mulliken population analysis, charges in e, atoms 1 to 8: atom 1 (O): -0.6058, atom 2 (O): -0.6138, atom 3 (O): -0.5923, atom 4 (O): -0.6494, atom 5 (O): -0.6038, atom 6 (N): -0.2696, atom 7 (C): 0.0357, atom 8 (C): -0.7141

---

Which of them is the most stable? Correct choice: 1.

---

## 1
A single C3H5N2PS molecule, computed with wB97M-V/def2-TZVPD.

```
! RIJCOSX wB97M-V def2-TZVPD def2/J DEFGRID3
* xyz 0 1
S -3.588 -0.469 -0.104
P 1.654 -1.760 0.353
N -0.196 -0.261 -1.015
N -2.216 0.298 0.175
C -0.188 1.623 0.381
C -0.989 0.440 -0.204
C 0.866 -0.833 -1.033
H 0.633 1.083 1.017
H 2.876 -1.511 -0.262
H 0.215 2.279 -0.341
H 1.784 -3.005 -0.069
H -0.850 2.116 1.102
*
```

Summary:
- Kohn-Sham gap (spin up / spin down): 7.42 / 6.35 eV
- Structure (SMILES): C/C(N=S)=N\C#[PH2]

Mulliken population analysis, charges in e, atoms 1 to 8: atom 1 (S): -0.1157, atom 2 (P): -0.0577, atom 3 (N): -0.2855, atom 4 (N): -0.2892, atom 5 (C): -0.8238, atom 6 (C): 0.4745, atom 7 (C): 0.1544, atom 8 (H): 0.2282

---

## 2
A single C3H5N2PS molecule, computed with wB97M-V/def2-TZVPD.

```
! RIJCOSX wB97M-V def2-TZVPD def2/J DEFGRID3
* xyz 0 1
S -3.131 1.112 -0.105
P -3.041 -1.818 0.187
N -1.968 2.277 -0.244
N -0.791 2.000 -0.079
C 0.331 1.662 -0.170
C 1.446 1.325 0.496
C -2.369 -0.172 0.484
H 1.156 0.409 0.953
H 1.746 1.965 1.279
H 2.300 1.117 -0.120
H -3.648 -1.569 -1.081
H -1.732 -2.160 -0.446
*
```

Summary:
- Kohn-Sham gap: 7.86 eV

Mulliken population analysis, charges in e, atoms 1 to 8: atom 1 (S): 0.1444, atom 2 (P): -0.1096, atom 3 (N): -1.2587, atom 4 (N): 0.8021, atom 5 (C): 0.4673, atom 6 (C): -0.8637, atom 7 (C): -0.1869, atom 8 (H): 0.2838

---

Which of them is the most stable? Correct choice: 1.

---

## 1
2 unconnected molecules or ions with the total composition CH3FNO2S, computed with wB97M-V/def2-TZVPD.

```
! RIJCOSX wB97M-V def2-TZVPD def2/J DEFGRID3
* xyz -1 1
S -0.899 -0.026 0.074
F 2.452 -0.552 -0.161
O -1.299 0.570 1.343
O -1.999 -0.339 -0.820
N 0.068 1.135 -0.693
C 0.079 -1.489 0.170
H 0.785 0.628 -1.195
H 0.304 -1.591 1.239
H 0.508 1.663 0.044
*
```

Summary:
- Kohn-Sham gap (spin up / spin down): 7.78 / 7.78 eV

Mulliken population analysis, charges in e, atoms 1 to 8: atom 1 (S): 1.0582, atom 2 (F): -0.7765, atom 3 (O): -0.6595, atom 4 (O): -0.6063, atom 5 (N): -0.5872, atom 6 (C): -0.2579, atom 7 (H): 0.3398, atom 8 (H): 0.2007

---

## 2
2 unconnected molecules or ions with the total composition CH3FNO2S, computed with wB97M-V/def2-TZVPD.

```
! RIJCOSX wB97M-V def2-TZVPD def2/J DEFGRID3
* xyz -1 1
S 1.149 1.506 -1.590
F -1.789 -0.238 1.176
O 1.261 0.560 -0.400
O 2.474 1.694 -2.203
N -1.155 -2.300 0.970
C -0.806 -1.130 1.073
H 0.207 -0.675 0.862
H -2.178 -2.238 1.002
H 0.837 2.819 -0.891
*
```

Summary:
- Kohn-Sham gap: 7.18 eV

Mulliken population analysis, charges in e, atoms 1 to 8: atom 1 (S): 0.2281, atom 2 (F): -0.2617, atom 3 (O): -0.6628, atom 4 (O): -0.5922, atom 5 (N): -0.5711, atom 6 (C): 0.3049, atom 7 (H): 0.2883, atom 8 (H): 0.2614

---

Which of them is the most stable? Correct choice: 2.

---

## 1
3 unconnected molecules or ions with the total composition C3H10O3, computed with wB97M-V/def2-TZVPD.

```
! RIJCOSX wB97M-V def2-TZVPD def2/J DEFGRID3
* xyz 0 1
O 0.389 -0.106 2.468
O 0.436 -1.698 0.182
O 0.764 1.926 0.529
C -0.364 -0.427 -1.716
C -0.696 -1.093 -0.399
C -0.680 0.844 -1.947
H 0.368 -0.895 -2.358
H -1.199 -0.366 0.236
H 0.662 -1.152 0.955
H 0.622 2.863 0.680
H 0.477 1.670 -0.365
H -1.395 -1.890 -0.645
H -0.501 1.314 -2.906
H -0.560 -0.229 2.511
H 0.638 0.682 1.959
H -1.547 1.261 -1.427
*
```

Summary:
- Kohn-Sham gap: 10.79 eV
- Structure (SMILES): C=CCO.O.O

Mulliken population analysis, charges in e, atoms 1 to 8: atom 1 (O): -0.7196, atom 2 (O): -0.5354, atom 3 (O): -0.6854, atom 4 (C): 0.1214, atom 5 (C): -0.3292, atom 6 (C): -1.2268, atom 7 (H): 0.2975, atom 8 (H): 0.2238

---

## 2
3 unconnected molecules or ions with the total composition C3H10O3, computed with wB97M-V/def2-TZVPD.

```
! RIJCOSX wB97M-V def2-TZVPD def2/J DEFGRID3
* xyz 0 1
O -1.007 -0.810 3.366
O -0.130 0.744 -1.292
O 0.223 2.831 4.095
C -0.065 -0.691 -1.348
C 0.868 -0.782 -3.589
C -0.027 -1.298 -2.741
H -0.739 1.009 -1.977
H -0.893 -1.111 -0.788
H 0.804 -0.910 -0.719
H -0.943 -1.120 4.275
H 1.736 -0.305 -3.141
H 0.707 2.066 4.395
H -0.723 -2.108 -2.887
H 0.823 -0.865 -4.675
H -1.530 -0.011 3.385
H 0.895 3.359 3.641
*
```

Summary:
- Kohn-Sham gap: 10.29 eV
- Structure (SMILES): C=CCO.O.O

Mulliken population analysis, charges in e, atoms 1 to 8: atom 1 (O): -0.6364, atom 2 (O): -0.5308, atom 3 (O): -0.6342, atom 4 (C): -0.4737, atom 5 (C): -0.6126, atom 6 (C): -0.1820, atom 7 (H): 0.3345, atom 8 (H): 0.3125

---

## 3
3 unconnected molecules or ions with the total composition C3H10O3, computed with wB97M-V/def2-TZVPD.

```
! RIJCOSX wB97M-V def2-TZVPD def2/J DEFGRID3
* xyz 0 1
O 2.124 0.474 0.655
O 1.697 -0.547 -2.247
O -0.783 0.492 1.704
C -1.226 0.125 0.457
C -1.134 -1.337 0.132
C -1.817 1.047 -0.291
H -1.174 -1.450 -0.952
H 1.202 0.716 0.836
H -1.897 -1.941 0.617
H 2.283 -0.414 -2.998
H -1.890 2.054 0.100
H 2.201 -1.088 -1.629
H -2.111 0.821 -1.301
H -0.124 -1.671 0.413
H 2.201 0.751 -0.269
H -0.425 -0.304 2.125
*
```

Summary:
- Kohn-Sham gap: 9.56 eV
- Structure (SMILES): C=C(C)O.O.O

Mulliken population analysis, charges in e, atoms 1 to 8: atom 1 (O): -0.6705, atom 2 (O): -0.6311, atom 3 (O): -0.5598, atom 4 (C): 0.6910, atom 5 (C): -1.1423, atom 6 (C): -0.8670, atom 7 (H): 0.3221, atom 8 (H): 0.3625

---

## 4
5 unconnected molecules or ions with the total composition C3H10O3, computed with wB97M-V/def2-TZVPD.

```
! RIJCOSX wB97M-V def2-TZVPD def2/J DEFGRID3
* xyz 0 1
O -0.679 -0.430 2.633
O -1.185 -0.188 -1.354
O -2.592 2.123 0.918
C 1.208 -0.453 -1.410
C -0.101 -0.081 -1.925
C 1.310 -0.057 0.070
H -0.849 -0.263 1.002
H -0.129 -0.786 3.357
H 2.053 0.695 0.305
H 1.605 -0.980 0.638
H -2.096 1.792 0.138
H 1.942 -2.098 -1.669
H 0.231 0.174 0.304
H -2.635 1.439 1.596
H -0.319 0.083 -2.966
H 2.236 -0.969 -1.638
*
```

Summary:
- Kohn-Sham gap: 7.30 eV

Mulliken population analysis, charges in e, atoms 1 to 8: atom 1 (O): -0.7446, atom 2 (O): -0.4376, atom 3 (O): -0.6402, atom 4 (C): -0.1922, atom 5 (C): -0.0577, atom 6 (C): -0.5313, atom 7 (H): 0.5795, atom 8 (H): 0.2358

---

Which of them is the most stable? Correct choice: 3.